<A>
C72H198N18O18 | the ωB97M-V functional and the def2-TZVPD basis

Each line ends with the Mulliken charge.
Cartesian coordinates (Å):
C -0.69 0.87 4.30  -0.670
C -2.16 0.44 4.78  1.092
C -2.22 -0.84 5.60  -1.647
O -1.59 -2.00 5.02  0.141
C -2.19 -2.44 3.73  -0.537
N -2.67 1.58 5.48  -0.557
H -0.60 1.77 3.69  0.178
H -0.28 0.06 3.70  -0.378
H -0.04 1.04 5.17  0.542
H -2.75 0.30 3.88  -0.054
H -3.25 -1.17 5.72  0.337
H -2.03 -0.72 6.67  0.487
H -3.28 -2.53 3.75  0.502
H -1.80 -3.44 3.52  -0.075
H -2.06 -1.83 2.84  0.059
H -1.87 1.82 6.05  0.422
H -2.77 2.44 4.95  0.253
C -2.10 0.28 -3.91  1.007
C -2.65 -0.88 -4.79  0.154
C -1.54 -1.53 -5.62  -1.251
O -0.21 -1.46 -5.16  -0.157
C 0.29 -2.55 -4.37  -0.313
N -3.04 -1.96 -3.93  -0.118
H -1.38 0.92 -4.40  -0.531
H -1.52 -0.13 -3.08  -0.698
H -2.92 0.81 -3.43  0.052
H -3.50 -0.42 -5.28  0.477
H -1.58 -0.99 -6.56  0.280
H -1.63 -2.59 -5.85  0.619
H 0.31 -3.40 -5.05  0.450
H -0.15 -2.79 -3.41  0.135
H 1.31 -2.25 -4.11  -0.164
H -2.38 -2.35 -3.27  -0.136
H -3.34 -2.76 -4.47  0.346
C 3.94 -4.14 -3.72  -1.761
C 3.70 -3.35 -2.48  2.485
C 3.98 -4.09 -1.16  -1.594
O 3.60 -3.27 -0.01  -0.021
C 4.32 -3.69 1.13  -1.025
N 4.57 -2.14 -2.48  -0.275
H 4.99 -4.30 -3.96  0.319
H 3.46 -3.67 -4.58  0.400
H 3.56 -5.15 -3.59  0.442
H 2.67 -3.00 -2.45  -0.990
H 5.03 -4.34 -1.05  0.463
H 3.35 -4.97 -1.04  0.336
H 3.93 -3.15 2.00  0.209
H 5.38 -3.44 1.07  0.129
H 4.14 -4.77 1.16  0.524
H 4.40 -1.57 -3.29  0.345
H 4.38 -1.53 -1.70  -0.242
C 0.07 -5.07 5.69  -0.621
C -0.43 -4.91 7.14  0.411
C 0.23 -5.80 8.21  -0.943
O 0.44 -7.15 7.89  -0.315
C 0.46 -8.13 9.00  -0.780
N -0.55 -3.51 7.44  -0.586
H 0.29 -6.12 5.53  0.460
H 1.07 -4.64 5.82  0.064
H -0.60 -4.62 4.96  -0.077
H -1.45 -5.28 7.00  0.336
H -0.34 -5.61 9.12  0.399
H 1.14 -5.33 8.59  0.248
H 1.16 -7.81 9.77  0.303
H 0.86 -9.10 8.70  0.263
H -0.51 -8.26 9.48  0.308
H 0.40 -3.22 7.64  0.464
H -0.92 -2.89 6.74  0.324
C -10.45 2.66 -1.68  -1.087
C -10.11 1.36 -2.38  0.339
C -8.60 0.84 -2.14  -0.275
O -7.71 1.84 -2.58  -0.375
C -6.45 1.49 -2.09  0.309
N -11.02 0.33 -1.99  -0.701
H -10.06 2.66 -0.66  0.158
H -11.53 2.82 -1.63  0.435
H -9.95 3.36 -2.35  0.256
H -10.31 1.39 -3.45  0.366
H -8.38 -0.10 -2.64  -0.094
H -8.60 0.67 -1.06  0.158
H -5.72 2.30 -2.05  -0.088
H -6.10 0.62 -2.66  -0.117
H -6.51 1.17 -1.05  0.199
H -11.97 0.67 -1.92  0.220
H -10.99 -0.35 -2.73  0.253
C 6.95 -1.82 2.99  -1.237
C 7.69 -0.78 3.72  0.249
C 8.15 0.41 2.87  -0.703
O 8.82 1.40 3.64  -0.398
C 9.28 2.49 2.87  -0.679
N 6.80 -0.30 4.73  -0.350
H 7.05 -2.63 3.71  0.449
H 7.46 -2.15 2.08  0.169
H 5.90 -1.58 2.85  0.298
H 8.58 -1.20 4.19  0.609
H 7.30 0.80 2.31  0.130
H 8.92 0.01 2.21  0.476
H 9.16 3.42 3.41  0.270
H 8.65 2.56 1.98  0.236
H 10.33 2.42 2.58  0.273
H 7.19 0.50 5.21  0.237
H 6.74 -0.99 5.46  0.234
C -6.67 -2.35 -4.70  -1.287
C -6.40 -3.25 -3.58  0.639
C -7.00 -2.58 -2.25  0.380
O -6.49 -3.29 -1.15  -0.412
C -6.26 -2.42 -0.01  -0.511
N -6.99 -4.48 -4.00  -0.717
H -6.14 -2.63 -5.61  0.414
H -6.16 -1.40 -4.56  0.100
H -7.69 -2.11 -5.00  0.433
H -5.33 -3.42 -3.45  -0.153
H -8.09 -2.53 -2.25  0.313
H -6.57 -1.58 -2.26  -0.546
H -5.45 -1.71 -0.18  0.000
H -6.05 -3.09 0.83  0.340
H -7.18 -1.92 0.30  0.419
H -7.32 -5.10 -3.27  0.281
H -7.84 -4.12 -4.39  0.340
C 2.70 2.19 1.79  -1.344
C 3.99 1.65 2.32  1.332
C 3.81 1.13 3.80  0.226
O 3.33 2.20 4.65  -0.261
C 4.34 2.83 5.27  -0.516
N 4.51 0.62 1.40  0.052
H 2.82 2.79 0.88  0.025
H 2.32 2.89 2.54  0.501
H 1.99 1.43 1.48  -0.148
H 4.70 2.46 2.47  0.496
H 4.60 0.57 4.31  -0.660
H 3.03 0.38 3.67  -0.180
H 4.76 2.12 5.99  0.161
H 4.01 3.71 5.82  0.223
H 5.07 3.07 4.50  0.273
H 5.33 0.19 1.81  -0.311
H 4.71 1.04 0.51  -0.300
C 2.00 3.86 -10.15  -1.434
C 2.41 3.67 -8.64  0.535
C 1.26 3.07 -7.82  -0.968
O 1.76 2.76 -6.52  -0.159
C 0.91 2.23 -5.58  -0.281
N 3.43 2.66 -8.62  -0.805
H 0.95 4.15 -10.18  0.350
H 2.11 2.98 -10.78  0.334
H 2.54 4.70 -10.59  0.369
H 2.85 4.56 -8.20  0.167
H 0.92 2.12 -8.24  0.377
H 0.40 3.72 -7.66  0.468
H 0.58 2.93 -4.82  -0.170
H 1.50 1.40 -5.19  0.000
H 0.09 1.69 -6.06  0.585
H 3.01 1.74 -8.67  0.305
H 3.80 2.74 -7.69  0.327
C 0.09 -7.43 2.05  -1.136
C -0.14 -7.39 0.53  0.007
C -1.57 -6.71 0.23  -0.931
O -1.54 -5.46 0.80  0.239
C -2.80 -4.81 0.77  -0.842
N 0.97 -6.77 -0.11  -0.621
H -0.82 -8.02 2.20  0.357
H 0.27 -6.46 2.50  0.126
H 0.94 -8.05 2.32  0.431
H -0.16 -8.41 0.15  0.429
H -2.33 -7.34 0.66  0.425
H -1.80 -6.71 -0.84  0.424
H -3.22 -4.80 -0.24  0.543
H -2.64 -3.77 1.04  -0.299
H -3.35 -5.32 1.56  0.393
H 0.51 -6.39 -0.92  0.280
H 1.11 -5.92 0.43  0.212
C -6.03 4.92 -8.34  -1.381
C -6.95 4.65 -7.20  0.667
C -6.20 4.36 -5.82  -0.748
O -4.96 3.59 -5.84  -0.352
C -4.20 3.63 -4.59  -0.320
N -7.88 5.78 -7.15  -0.741
H -6.45 5.17 -9.31  0.375
H -5.27 4.18 -8.59  0.284
H -5.48 5.82 -8.08  0.366
H -7.60 3.79 -7.33  0.198
H -6.90 4.06 -5.04  0.303
H -5.92 5.36 -5.48  0.360
H -3.18 3.35 -4.86  0.059
H -4.49 2.85 -3.89  0.006
H -4.01 4.57 -4.06  0.410
H -8.47 5.82 -6.34  0.221
H -8.48 5.71 -7.97  0.247
C 1.91 2.61 -2.06  -0.815
C 3.05 1.79 -2.73  1.006
C 4.37 2.00 -2.01  0.256
O 4.96 3.21 -2.48  -0.340
C 5.79 3.87 -1.62  -0.866
N 2.83 0.31 -2.85  0.615
H 1.68 2.52 -0.99  -0.365
H 0.90 2.57 -2.47  0.293
H 2.26 3.64 -2.11  0.474
H 3.32 2.08 -3.75  0.347
H 5.03 1.15 -2.18  0.401
H 4.15 2.01 -0.94  -1.158
H 6.59 3.23 -1.26  0.332
H 5.17 4.29 -0.82  0.305
H 6.28 4.66 -2.19  0.283
H 2.16 0.04 -3.56  0.269
H 2.38 -0.05 -2.03  -0.830
C 0.99 -2.21 1.29  -0.265
C 0.96 -1.41 -0.08  1.217
C -0.29 -0.42 -0.17  -0.167
O -1.49 -1.17 -0.56  -0.245
C -2.59 -0.32 -0.61  -0.816
N 2.23 -0.63 -0.23  2.334
H 1.65 -3.07 1.23  -0.288
H 0.07 -2.76 1.51  0.019
H 1.24 -1.61 2.16  -0.147
H 0.79 -2.16 -0.84  0.001
H -0.19 0.41 -0.87  0.385
H -0.51 -0.12 0.85  -0.208
H -3.08 -0.28 0.36  0.408
H -3.23 -0.69 -1.40  0.011
H -2.44 0.71 -0.94  0.249
H 2.88 -1.40 -0.23  -0.679
H 2.44 -0.09 0.60  -1.613
C -0.47 4.02 1.93  -0.746
C -1.64 4.93 2.43  0.217
C -2.91 4.88 1.61  -0.960
O -2.67 4.91 0.23  -0.097
C -3.89 4.83 -0.58  -0.455
N -1.96 4.68 3.82  -0.409
H -0.83 3.05 1.58  -0.029
H 0.34 3.91 2.65  0.257
H -0.11 4.45 1.00  0.414
H -1.29 5.94 2.20  0.200
H -3.61 5.61 2.01  0.314
H -3.21 3.85 1.82  0.355
H -3.64 4.80 -1.64  -0.182
H -4.46 5.76 -0.50  0.438
H -4.55 3.98 -0.44  0.287
H -2.70 5.27 4.14  0.235
H -1.24 4.83 4.52  0.230
C -7.60 -0.52 4.61  -1.463
C -6.49 0.51 4.78  1.306
C -6.52 1.91 4.15  -0.740
O -6.68 2.05 2.75  -0.160
C -8.07 1.84 2.24  -0.477
N -6.23 0.64 6.20  -0.635
H -7.75 -0.68 3.54  0.146
H -8.41 -0.09 5.19  0.403
H -7.42 -1.49 5.07  0.352
H -5.64 -0.02 4.35  -0.195
H -5.50 2.27 4.30  0.069
H -7.17 2.58 4.72  0.350
H -8.16 1.99 1.16  -0.124
H -8.74 2.58 2.67  0.362
H -8.53 0.87 2.38  0.283
H -5.37 1.17 6.16  0.241
H -6.91 1.13 6.77  0.268
C 2.26 -0.50 6.51  -0.980
C 3.42 -1.06 7.40  0.296
C 3.20 -2.58 7.64  -1.229
O 1.87 -2.79 8.09  -0.203
C 1.48 -2.26 9.41  -1.010
N 4.64 -0.79 6.68  -0.485
H 1.33 -0.42 7.07  0.320
H 2.10 -1.17 5.67  0.255
H 2.46 0.40 5.93  0.413
H 3.60 -0.69 8.41  0.239
H 3.94 -2.90 8.37  0.345
H 3.33 -3.02 6.65  0.328
H 0.71 -2.79 9.98  0.324
H 1.03 -1.28 9.23  0.270
H 2.35 -2.17 10.06  0.424
H 5.47 -0.64 7.23  0.309
H 4.61 0.05 6.13  -0.053
C 3.02 6.24 -3.94  -1.057
C 2.12 6.53 -5.08  0.555
C 0.72 5.75 -4.81  0.140
O 0.28 5.99 -3.46  -0.344
C -0.79 5.22 -3.04  -0.088
N 2.11 7.99 -5.20  -0.803
H 3.12 5.18 -3.71  -0.176
H 2.75 6.79 -3.04  0.288
H 4.07 6.41 -4.19  0.523
H 2.58 6.01 -5.92  -0.014
H 0.98 4.69 -4.89  -0.413
H 0.04 6.10 -5.58  0.490
H -1.65 5.86 -3.27  0.380
H -0.74 5.01 -1.97  -0.067
H -0.85 4.29 -3.60  -0.110
H 3.09 8.22 -5.28  0.333
H 1.91 8.53 -4.38  0.287
C 11.96 -2.48 -1.86  -1.507
C 10.88 -2.36 -0.80  0.580
C 9.41 -2.45 -1.35  -0.257
O 8.99 -1.38 -2.21  -0.434
C 7.59 -1.53 -2.47  -0.350
N 11.06 -3.45 0.10  -0.658
H 12.94 -2.73 -1.45  0.440
H 12.07 -1.55 -2.42  0.327
H 11.67 -3.19 -2.63  0.304
H 11.08 -1.45 -0.23  0.187
H 8.80 -2.44 -0.45  -0.027
H 9.31 -3.44 -1.79  0.284
H 7.15 -0.70 -3.02  0.314
H 6.96 -1.76 -1.61  0.003
H 7.42 -2.40 -3.10  0.307
H 12.01 -3.35 0.45  0.254
H 11.03 -4.42 -0.18  0.226

HOMO-LUMO gap (eV): 8.269

<B>
C72H198N18O18 | the ωB97M-V functional and the def2-TZVPD basis

Each line ends with the Mulliken charge.
Cartesian coordinates (Å):
C -24.03 -23.25 13.47  -1.760
C -23.91 -22.51 14.76  2.456
C -22.45 -22.61 15.22  -0.586
O -22.17 -23.92 15.62  -0.472
C -22.42 -24.21 17.04  -0.515
N -24.29 -21.09 14.62  0.241
H -23.35 -22.76 12.76  0.336
H -25.02 -23.42 13.09  0.261
H -23.69 -24.27 13.65  0.450
H -24.50 -23.09 15.60  -1.076
H -22.33 -21.86 16.05  0.022
H -21.71 -22.33 14.47  0.371
H -21.92 -25.20 17.17  0.351
H -23.49 -24.33 17.32  0.127
H -21.98 -23.43 17.71  0.218
H -25.25 -20.92 14.57  -0.075
H -23.88 -20.45 15.27  -0.547
C -20.88 -17.68 23.26  -0.918
C -20.49 -17.11 21.88  0.582
C -21.75 -16.46 21.31  -1.138
O -22.84 -17.40 21.18  1.242
C -24.00 -16.78 20.74  -1.735
N -19.44 -16.20 22.19  -0.677
H -21.02 -16.93 24.02  0.534
H -20.06 -18.21 23.74  0.403
H -21.74 -18.34 23.10  -0.246
H -20.24 -18.00 21.23  0.130
H -21.62 -15.82 20.46  0.463
H -22.08 -15.72 22.06  0.358
H -24.09 -15.77 21.16  0.285
H -24.86 -17.40 21.09  0.228
H -24.04 -16.61 19.66  0.376
H -19.35 -15.56 21.40  0.311
H -19.72 -15.64 23.01  0.322
C -29.06 -16.08 10.65  0.100
C -29.18 -14.57 10.74  2.457
C -29.21 -14.07 9.26  -1.459
O -27.88 -14.42 8.78  -0.087
C -27.68 -14.22 7.39  -1.019
N -30.36 -14.11 11.44  -0.397
H -28.33 -16.29 9.90  0.194
H -30.04 -16.49 10.46  0.125
H -28.72 -16.66 11.57  -0.728
H -28.27 -14.06 11.18  -1.756
H -29.45 -13.03 9.10  0.442
H -29.87 -14.74 8.74  0.629
H -28.61 -14.03 6.87  0.415
H -27.25 -15.12 6.96  0.256
H -26.97 -13.42 7.23  0.265
H -31.15 -14.42 10.85  0.440
H -30.40 -14.56 12.38  -0.023
C -31.63 -23.20 15.61  -1.648
C -30.10 -23.07 15.81  0.747
C -29.28 -24.19 15.15  -0.763
O -27.97 -24.22 15.68  -0.165
C -27.07 -25.03 14.80  -0.578
N -29.55 -21.78 15.56  0.412
H -32.07 -22.21 15.73  0.327
H -32.09 -23.93 16.21  0.466
H -31.83 -23.52 14.53  0.315
H -30.00 -23.19 16.96  -0.034
H -29.28 -24.03 14.04  0.233
H -29.73 -25.12 15.31  0.490
H -27.29 -26.05 15.04  0.353
H -26.06 -24.84 15.03  0.087
H -27.16 -24.81 13.74  0.241
H -29.60 -21.52 14.56  -0.205
H -28.60 -21.89 15.80  -0.274
C -26.91 -17.90 13.92  0.148
C -26.62 -18.35 15.39  0.919
C -27.08 -17.19 16.33  -0.091
O -26.83 -17.47 17.67  2.042
C -26.74 -16.42 18.53  -0.672
N -27.19 -19.77 15.64  0.705
H -27.91 -18.16 13.54  -0.646
H -26.13 -18.29 13.31  -0.037
H -26.65 -16.86 13.97  -0.159
H -25.59 -18.41 15.65  -0.187
H -28.10 -16.99 16.15  -0.772
H -26.52 -16.35 15.94  1.111
H -26.67 -16.81 19.52  -0.145
H -27.57 -15.74 18.52  -0.649
H -25.82 -15.83 18.25  0.212
H -28.22 -19.62 15.77  -0.382
H -26.96 -20.08 16.58  -0.056
C -29.04 -12.83 14.24  -1.663
C -28.80 -14.07 15.06  1.970
C -28.74 -13.78 16.56  -0.436
O -30.10 -13.42 17.04  -0.573
C -30.25 -13.43 18.52  -0.482
N -29.76 -15.08 14.64  0.720
H -28.59 -11.88 14.47  0.492
H -30.12 -12.52 14.16  0.458
H -28.86 -13.10 13.23  -0.484
H -27.75 -14.42 14.86  -1.180
H -28.05 -13.04 16.80  1.206
H -28.40 -14.68 16.97  -0.486
H -29.83 -14.36 18.97  -0.281
H -31.28 -13.21 18.84  0.420
H -29.72 -12.53 18.81  0.348
H -29.39 -16.05 14.77  -0.738
H -30.59 -14.97 15.18  0.344
C -33.24 -18.99 14.37  -1.645
C -31.71 -18.86 14.05  0.575
C -31.38 -17.78 12.99  0.390
O -31.92 -17.86 11.77  -0.188
C -33.18 -17.24 11.56  -0.934
N -30.89 -18.60 15.17  0.404
H -33.45 -19.93 14.93  0.196
H -33.76 -19.18 13.43  0.462
H -33.66 -18.08 14.82  0.327
H -31.38 -19.74 13.55  0.410
H -30.26 -17.78 12.86  -1.251
H -31.63 -16.76 13.39  0.581
H -33.16 -16.49 10.75  0.282
H -33.54 -16.76 12.44  0.411
H -33.98 -17.97 11.36  0.294
H -30.73 -19.50 15.65  -0.120
H -31.28 -17.87 15.76  -0.183
C -21.99 -12.37 18.37  -1.435
C -23.46 -12.25 18.06  0.620
C -23.77 -12.66 16.68  -0.539
O -25.17 -12.68 16.47  0.577
C -25.84 -11.50 16.03  -0.639
N -24.20 -12.98 19.10  -0.158
H -21.57 -13.23 17.96  0.163
H -21.86 -12.46 19.45  0.400
H -21.42 -11.60 17.82  0.377
H -23.64 -11.16 18.09  0.136
H -23.59 -13.71 16.68  0.050
H -23.18 -12.07 15.95  0.000
H -26.46 -11.07 16.89  0.295
H -26.45 -11.76 15.14  -0.242
H -25.20 -10.68 15.61  0.333
H -25.17 -13.11 18.89  -0.006
H -24.03 -12.54 20.01  0.263
C -24.51 -23.77 22.46  -0.898
C -23.11 -23.89 21.92  0.263
C -22.72 -22.59 21.20  -0.524
O -22.90 -21.41 21.96  0.050
C -22.12 -20.37 21.40  0.411
N -22.13 -24.15 22.97  -0.680
H -24.60 -22.91 23.11  0.090
H -24.77 -24.74 22.91  0.375
H -25.33 -23.70 21.70  0.070
H -23.04 -24.74 21.16  0.335
H -23.25 -22.46 20.29  -0.011
H -21.73 -22.73 20.86  0.374
H -22.35 -19.49 22.04  -0.916
H -22.38 -20.13 20.34  -0.053
H -21.00 -20.61 21.39  0.230
H -21.95 -23.32 23.47  0.233
H -21.31 -24.60 22.70  0.259
C -26.20 -18.85 24.70  -1.584
C -24.90 -18.25 25.23  0.341
C -23.93 -19.35 25.48  -0.547
O -22.72 -18.83 25.95  -0.393
C -21.85 -19.93 25.95  -0.568
N -24.45 -17.24 24.29  -0.278
H -26.99 -18.17 24.82  0.399
H -26.53 -19.62 25.35  0.563
H -26.03 -19.28 23.66  0.183
H -25.14 -17.72 26.17  0.366
H -23.69 -20.09 24.66  0.064
H -24.32 -19.83 26.31  0.644
H -22.24 -20.82 26.44  0.327
H -20.92 -19.54 26.42  0.275
H -21.59 -20.18 24.91  0.085
H -23.51 -16.90 24.57  0.326
H -24.34 -17.66 23.35  -0.327
C -25.79 -14.40 12.81  1.221
C -24.82 -13.77 11.83  0.989
C -23.35 -13.87 12.43  -0.703
O -23.07 -12.94 13.37  -0.032
C -22.62 -11.76 12.77  -0.968
N -24.78 -14.55 10.55  -0.094
H -25.60 -14.11 13.88  -0.346
H -25.66 -15.50 12.83  -0.688
H -26.80 -14.07 12.66  -0.839
H -25.12 -12.74 11.58  0.373
H -22.50 -13.72 11.70  0.637
H -23.26 -14.89 12.78  -0.650
H -22.79 -10.91 13.42  0.259
H -23.17 -11.60 11.84  0.427
H -21.59 -11.79 12.65  0.340
H -25.67 -14.75 10.10  -0.161
H -24.17 -14.14 9.88  0.298
C -21.82 -18.67 12.17  -1.254
C -22.62 -17.42 11.92  1.676
C -22.20 -16.89 10.54  -0.919
O -21.01 -16.15 10.44  -0.360
C -20.83 -15.80 9.09  -0.696
N -23.99 -17.84 11.78  0.109
H -22.01 -19.42 11.37  0.452
H -22.05 -18.95 13.23  -0.177
H -20.76 -18.37 12.09  0.452
H -22.51 -16.71 12.68  -0.623
H -23.01 -16.30 10.16  0.309
H -22.12 -17.76 9.91  0.542
H -20.75 -16.70 8.41  0.308
H -20.03 -14.99 9.05  0.261
H -21.75 -15.30 8.66  0.237
H -24.14 -18.72 12.29  -0.151
H -24.81 -17.26 11.74  -0.146
C -29.63 -20.24 10.98  -0.548
C -28.72 -21.12 10.10  0.338
C -27.32 -20.56 10.21  -0.746
O -27.27 -19.13 10.12  0.299
C -27.24 -18.84 8.73  -0.960
N -28.82 -22.49 10.49  -0.547
H -29.57 -19.21 10.76  0.081
H -29.23 -20.24 11.98  -0.183
H -30.71 -20.50 10.96  0.389
H -29.05 -21.09 9.03  0.401
H -26.59 -21.00 9.52  0.354
H -27.10 -20.84 11.24  -0.022
H -28.22 -19.07 8.22  0.265
H -26.42 -19.39 8.27  0.408
H -27.09 -17.79 8.66  0.104
H -28.75 -23.22 9.73  0.256
H -28.42 -22.77 11.34  0.106
C -31.98 -16.26 20.00  -1.602
C -32.06 -17.06 18.75  0.496
C -33.33 -16.73 17.98  -0.494
O -34.49 -16.66 18.81  -0.411
C -35.62 -16.23 18.04  -0.750
N -30.93 -16.90 17.83  1.333
H -31.05 -16.51 20.45  0.335
H -32.85 -16.57 20.62  0.495
H -31.96 -15.17 19.90  0.189
H -32.18 -18.11 18.89  0.205
H -33.43 -17.47 17.12  0.082
H -33.33 -15.74 17.47  0.366
H -36.08 -16.98 17.39  0.261
H -35.41 -15.25 17.59  0.334
H -36.43 -15.90 18.75  0.289
H -30.49 -15.97 17.83  -0.639
H -30.26 -17.69 17.97  -0.039
C -28.32 -15.65 22.14  -1.012
C -27.49 -14.39 22.52  1.226
C -28.37 -13.34 22.94  -0.952
O -29.14 -12.85 21.80  -0.124
C -30.35 -12.35 22.18  -0.853
N -26.59 -14.74 23.57  -0.610
H -28.92 -15.50 21.27  -0.278
H -28.89 -15.82 23.00  0.675
H -27.63 -16.46 21.87  0.120
H -27.02 -14.06 21.64  -0.074
H -27.83 -12.40 23.33  0.309
H -29.03 -13.72 23.75  0.378
H -30.98 -11.90 21.36  0.189
H -30.27 -11.53 22.89  0.379
H -30.95 -13.11 22.78  0.330
H -26.30 -15.71 23.49  0.069
H -25.84 -14.11 23.72  0.290
C -29.12 -7.24 10.24  -1.496
C -29.73 -8.31 11.11  0.806
C -28.78 -8.99 12.09  -0.775
O -27.82 -9.86 11.57  -0.469
C -28.35 -11.11 11.14  -0.283
N -30.87 -7.75 11.88  -0.722
H -28.77 -6.42 10.87  0.343
H -29.75 -6.94 9.45  0.369
H -28.26 -7.62 9.73  0.352
H -30.16 -9.08 10.46  0.157
H -29.42 -9.57 12.72  0.235
H -28.31 -8.26 12.72  0.459
H -29.03 -11.38 11.94  0.352
H -27.56 -11.85 10.91  -0.035
H -28.90 -11.06 10.21  0.218
H -30.65 -7.22 12.72  0.250
H -31.49 -8.50 12.17  0.257
C -29.36 -21.30 20.18  -1.699
C -28.59 -20.11 19.75  0.433
C -27.13 -20.51 19.52  -0.715
O -26.97 -21.33 18.31  0.610
C -26.17 -22.53 18.50  -0.311
N -29.17 -19.33 18.65  0.285
H -29.07 -21.75 21.11  0.468
H -29.49 -22.10 19.44  0.146
H -30.38 -20.90 20.41  0.449
H -28.48 -19.45 20.62  0.174
H -26.71 -21.12 20.32  1.043
H -26.47 -19.61 19.50  -0.529
H -26.11 -23.07 17.50  -0.548
H -26.51 -23.18 19.26  0.533
H -25.19 -22.13 18.76  -0.127
H -28.38 -18.83 18.27  -0.920
H -29.44 -20.08 17.92  -0.094
C -21.20 -17.90 15.60  -1.281
C -21.94 -17.57 16.87  0.855
C -22.03 -18.74 17.89  -0.994
O -22.88 -19.84 17.59  0.198
C -24.24 -19.46 17.68  0.839
N -21.29 -16.44 17.64  -0.230
H -21.37 -17.15 14.83  0.419
H -21.63 -18.82 15.17  -0.076
H -20.20 -18.10 15.92  0.497
H -22.94 -17.28 16.76  -0.529
H -22.35 -18.33 18.86  -0.263
H -21.10 -19.14 18.15  1.108
H -24.79 -20.39 17.69  0.152
H -24.60 -18.75 16.89  -0.977
H -24.41 -18.99 18.73  -0.645
H -20.27 -16.43 17.47  0.266
H -21.67 -15.52 17.36  0.014

HOMO-LUMO gap (eV): 9.011

Most favorable structure: <B>. The second most favorable one is 4.136 eV above it.